No. 1
{"formula": "C5H11N", "method": "ωB97M-V with the def2-TZVPD basis set", "e_lumo_ev": 1.0663, "largest_force_ev_per_a": 1.83, "orbital_gap_ev": 10.07, "smiles": "C=C(C)CCN", "e_above_lowest_ev": 1.086, "total_charge": 0, "species": ["N", "C", "C", "C", "C", "C", "H", "H", "H", "H", "H", "H", "H", "H", "H", "H", "H"], "xyz": [[0.66735, 1.41300, 2.24353], [0.40334, -1.65575, -1.40852], [0.55821, 1.02847, 0.82299], [-0.32329, -0.77849, -0.69245], [-1.51589, -0.11589, -1.37221], [0.16360, -0.42128, 0.68708], [1.50167, 1.19177, 0.27871], [0.49209, 2.40131, 2.39938], [0.16537, -1.98121, -2.41000], [-0.57474, -0.74427, 1.43012], [1.27319, -2.07097, -0.91745], [0.99472, -1.08127, 0.94899], [-1.11821, 0.45785, -2.21949], [-2.04758, 0.52012, -0.67382], [-0.11099, 1.67246, 0.24581], [-2.06629, -0.87281, -1.91762], [1.53744, 1.03696, 2.55494]], "forces_ev_per_a": [[-1.099, -0.183, -1.199], [-0.258, 0.460, 1.056], [0.270, 0.588, 0.011], [0.874, -0.860, -1.362], [1.404, -0.046, -0.143], [-0.578, -0.796, 0.021], [0.075, -0.224, 0.137], [0.677, -0.367, 0.108], [-0.099, 0.032, -0.095], [-0.324, 0.662, -0.011], [0.135, -0.231, -0.286], [0.254, 0.151, -0.247], [-0.082, 0.507, 0.445], [-0.554, -0.083, -0.260], [-0.434, 0.015, 0.538], [-0.758, -0.145, 0.551], [0.497, 0.521, 0.737]], "nbo_charge": [-0.85, -0.42, -0.22, 0.05, -0.67, -0.45, 0.17, 0.37, 0.19, 0.22, 0.19, 0.20, 0.22, 0.22, 0.19, 0.23, 0.36]}

No. 2
{"formula": "C29H49NO16", "method": "ωB97M-V with the def2-TZVPD basis set", "e_lumo_ev": -0.1465, "largest_force_ev_per_a": 6.48, "orbital_gap_ev": 7.94, "smiles": "CC1(C)CCCC(C)(C)N1O.C[C@H]1COC(=O)O1.C[C@H]1COC(=O)O1.C[C@H]1COC(=O)O1.C[C@H]1COC(=O)O1.C[C@H]1COC(=O)O1", "total_charge": 0, "species": ["O", "O", "O", "O", "O", "O", "O", "O", "O", "O", "O", "O", "O", "O", "O", "O", "N", "C", "C", "C", "C", "C", "C", "C", "C", "C", "C", "C", "C", "C", "C", "C", "C", "C", "C", "C", "C", "C", "C", "C", "C", "C", "C", "C", "C", "C", "H", "H", "H", "H", "H", "H", "H", "H", "H", "H", "H", "H", "H", "H", "H", "H", "H", "H", "H", "H", "H", "H", "H", "H", "H", "H", "H", "H", "H", "H", "H", "H", "H", "H", "H", "H", "H", "H", "H", "H", "H", "H", "H", "H", "H", "H", "H", "H", "H"], "xyz": [[-6.54782, -1.98391, 3.57807], [-5.53365, -0.97981, 1.98218], [1.74636, -1.16365, -0.78784], [2.71077, 0.87768, -0.34294], [0.01093, -10.49148, -4.87013], [1.00007, 1.16909, 4.12428], [-1.98632, -11.47998, -4.49506], [10.61031, -1.28319, -0.94979], [-4.64999, 3.06427, 0.19717], [10.34857, -3.42392, -1.61717], [3.76296, -0.64653, -1.58128], [-1.66385, -9.30837, -4.56628], [8.85548, -2.47135, -0.28870], [2.16841, 2.50097, 5.41283], [-5.66031, 0.17435, 3.98498], [2.90347, 0.27703, 4.94269], [-3.46647, 3.85007, 0.40463], [9.98982, -2.44762, -1.04223], [2.71736, -0.21622, -0.90020], [1.15846, 3.34787, 4.95787], [-5.88827, -0.85198, 3.23961], [-2.48466, 3.57005, -0.67323], [1.85200, 4.58976, 4.44876], [8.76167, -1.30453, 0.46481], [-4.62954, 6.09170, 0.13420], [-3.11134, 3.92127, -2.01004], [-1.22586, 4.42637, -0.64372], [2.09139, 1.22495, 4.84638], [-3.72029, 5.12116, 1.00228], [-1.44869, 5.80436, 0.07656], [-6.76903, -2.98574, 2.51401], [-0.69886, -7.35279, -3.65490], [0.41854, 2.46269, 3.94498], [-5.76228, -2.32442, 1.50956], [-4.25514, 4.96085, 2.38401], [0.83817, -1.73357, -2.89108], [9.64472, 0.86374, -0.53133], [-2.09208, 2.05122, -0.42565], [-0.65111, -8.41829, -4.70009], [0.56759, -9.21502, -4.96730], [-4.54138, -3.16974, 1.12359], [1.99034, -2.05110, -1.92581], [-1.26726, -10.49830, -4.61771], [-2.36572, 5.80116, 1.26500], [3.36387, -1.64067, -2.47084], [10.03392, -0.53934, 0.06704], [-4.69006, 6.98509, 0.75572], [0.48041, 3.67519, 5.74603], [-3.78936, -3.49324, 1.84326], [8.60230, -1.59680, 1.50273], [-2.82659, 1.48449, -0.99783], [0.22902, -6.78081, -3.65317], [-4.03670, -2.87954, 0.20208], [-1.47599, -6.59329, -3.74053], [-0.61029, 2.38954, 4.29747], [1.21863, -9.05119, -4.10857], [-3.61250, 4.22682, 2.87013], [10.41696, 1.32773, -1.14490], [2.55249, 4.85740, 5.23982], [-6.35210, -2.20833, 0.60031], [2.37313, 4.39041, 3.51239], [0.49361, 2.76052, 2.89915], [1.14074, -8.90542, -5.84123], [-1.72262, 6.55970, -0.65999], [-0.46391, 6.17634, 0.35929], [-6.57959, -3.98881, 2.89620], [-4.58287, 2.44658, 0.92898], [9.43630, 1.53689, 0.30026], [-4.29887, 5.86382, 2.99296], [-0.81351, 4.70695, -1.61292], [-0.39948, 3.87420, -0.19618], [-5.52493, 5.57728, -0.21474], [-4.24510, 6.25352, -0.87283], [-2.50843, 6.83631, 1.57516], [1.24303, 5.46185, 4.21061], [-0.93886, -7.99131, -5.66081], [1.94756, -3.06970, -1.54018], [-0.85938, -7.90013, -2.72606], [1.03756, -0.94781, -3.61973], [-4.04636, 3.44951, -2.31215], [-2.17583, 1.72647, 0.61147], [7.74909, -0.94405, 0.28364], [-1.16101, 1.80595, -0.93660], [-2.43622, 3.47027, -2.73730], [-7.79850, -3.09978, 2.17447], [-1.84426, 5.13675, 1.95401], [8.73387, 0.86699, -1.13002], [-5.31362, 4.70376, 2.42430], [-0.03525, -1.53133, -2.27113], [3.99599, -2.52334, -2.37373], [-3.21164, 4.99543, -2.16565], [10.81121, -0.34351, 0.80567], [-5.00309, -4.12707, 0.88185], [0.50126, -2.54070, -3.54157], [3.26869, -1.19834, -3.46249]], "forces_ev_per_a": [[-1.346, -0.469, 1.841], [1.005, -0.240, -1.086], [1.398, 0.409, -1.096], [-0.365, -2.559, -1.230], [3.312, -2.733, -1.226], [-0.728, -0.264, -0.965], [1.624, 1.439, -0.175], [0.591, -0.761, -0.752], [0.590, 0.760, -0.034], [0.339, 0.351, -0.638], [1.053, 0.506, -0.358], [-4.053, 2.070, 1.775], [0.655, -0.807, -0.814], [1.549, -2.375, 0.679], [-1.246, -5.267, -3.566], [-2.805, 3.950, 0.241], [0.991, -0.923, 0.746], [-0.705, -2.069, 0.385], [-0.527, 3.070, 3.244], [-0.508, 0.860, -1.099], [0.164, 3.073, 3.126], [-0.810, -0.426, 0.570], [0.284, 0.260, -0.527], [-0.904, -0.449, 1.254], [0.917, -1.422, 0.091], [0.033, -1.442, -1.380], [0.387, 1.452, 1.739], [2.883, -1.782, 0.685], [-0.122, 2.133, -1.489], [0.984, -0.031, -1.282], [1.852, 1.979, 0.659], [0.472, 0.006, 0.778], [-0.703, 0.079, 0.795], [-0.765, -0.996, -1.283], [-1.453, -0.336, 0.962], [-0.509, -0.868, -0.172], [-0.026, -0.169, 0.669], [-1.122, 0.700, -2.077], [-0.792, 4.023, -3.308], [0.758, 0.737, 2.382], [-0.397, -0.734, -0.081], [-1.736, 0.383, -0.476], [-1.971, -4.959, 0.043], [0.498, -0.962, -1.259], [-0.777, -1.305, 0.355], [-1.352, 3.761, -0.433], [-0.780, 0.203, -0.603], [0.087, -0.496, 0.407], [-0.137, 0.794, 0.516], [1.037, 0.034, 0.387], [-0.239, -0.333, 0.184], [0.211, -0.229, 0.254], [-0.094, 0.488, 0.188], [-0.288, -0.445, -0.370], [-0.150, -0.073, -0.630], [0.519, -0.405, 0.045], [-0.375, -0.098, 0.319], [0.272, -0.299, 0.186], [0.157, 0.236, -0.250], [0.346, 0.243, -0.243], [0.369, -0.227, 0.142], [0.032, -0.003, 0.089], [-0.443, -0.807, -0.401], [-0.566, -0.082, -0.210], [0.175, -0.095, 0.330], [0.935, 0.270, 0.179], [-0.262, -0.251, 0.094], [0.057, 0.089, 0.093], [0.702, 0.375, -0.250], [-0.508, -0.460, -0.359], [-0.086, 0.034, 0.522], [-0.699, 0.201, 1.157], [0.914, 0.676, 0.333], [-0.026, -0.263, 0.566], [-0.487, -0.192, 0.380], [0.361, 0.896, -0.237], [0.042, 0.077, -0.109], [0.293, 0.404, 0.439], [0.154, 0.474, 0.542], [-0.362, -0.019, 0.796], [0.438, 0.379, -0.064], [0.372, 1.255, -0.737], [0.329, 0.084, 0.498], [0.303, 0.523, -0.480], [-0.138, 1.100, 0.003], [-0.119, 0.458, 0.824], [-0.004, -0.488, -0.043], [0.008, -0.804, -0.228], [0.011, 0.405, -0.171], [0.513, 0.415, -0.536], [0.288, -0.100, 0.042], [-0.364, -0.439, 0.444], [-0.151, -0.194, -0.279], [0.409, -0.547, 0.151], [0.327, -0.417, -0.126]], "lowdin_charge": [0.04, 0.09, 0.07, 0.12, 0.12, 0.08, 0.13, 0.11, 0.00, 0.16, 0.08, 0.15, 0.06, 0.06, 0.06, 0.10, -0.12, -0.57, -0.55, -0.35, -0.50, -0.47, -0.03, -0.12, 0.00, -0.04, -0.12, -0.48, -0.55, -0.18, -0.03, 0.00, -0.06, -0.28, -0.06, -0.02, -0.02, -0.01, -0.39, -0.09, -0.02, -0.27, -0.63, -0.15, -0.10, -0.29, 0.08, 0.15, 0.09, 0.13, 0.07, 0.09, 0.08, 0.09, 0.13, 0.14, 0.09, 0.08, 0.09, 0.14, 0.09, 0.13, 0.15, 0.10, 0.10, 0.13, 0.10, 0.08, 0.09, 0.11, 0.10, 0.08, 0.05, 0.13, 0.08, 0.16, 0.15, 0.10, 0.09, 0.08, 0.08, 0.13, 0.07, 0.08, 0.12, 0.12, 0.08, 0.09, 0.09, 0.14, 0.08, 0.15, 0.08, 0.08, 0.14]}